# 1
Entry from the OMol25 dataset: C4H7IN4 in the gas phase (the ωB97M-V functional and the def2-TZVPD basis).

Properties
total charge	0
Kohn-Sham gap	10.03	eV
multiplicity	1
SMILES	CC(C)n1nnnc1I
E_LUMO	0.252	eV

The geometry in XYZ format:
```
16
C4H7IN4 (the ωB97M-V functional and the def2-TZVPD basis)
C -0.43 -0.27 1.18
C 0.67 0.06 0.15
C 0.13 0.28 -1.31
N 1.61 -1.06 0.06
N 1.27 -2.32 0.18
N 2.34 -3.04 0.27
N 3.44 -2.25 0.29
C 3.10 -1.05 0.06
I 4.27 0.55 -0.09
H -1.33 0.36 1.34
H 0.11 -0.16 2.23
H -0.80 -1.34 1.28
H 1.08 0.94 0.53
H -0.30 -0.81 -1.65
H 0.80 0.53 -2.13
H -0.76 0.91 -1.37
```



# 2
Entry from the OMol25 dataset: C20H25N3O2S in the gas phase (the ωB97M-V functional and the def2-TZVPD basis).

Properties
total charge	0
Kohn-Sham gap	8.01	eV
multiplicity	1
SMILES	CCN(CC)CCCNC(=O)c1cc2c(=O)[nH]c3ccc(C)cc3c2s1
E_LUMO	-0.199	eV

The geometry in XYZ format:
```
51
C20H25N3O2S (the ωB97M-V functional and the def2-TZVPD basis)
C -7.17 -1.18 -0.76
C -6.16 -0.14 -0.29
N -4.80 -0.68 -0.32
C -4.23 -0.64 -1.65
C -2.91 -1.39 -1.76
C -3.95 -0.16 0.73
C -3.59 1.34 0.64
C -2.68 1.78 1.78
N -1.38 1.15 1.71
C -0.34 1.73 1.07
O -0.38 2.86 0.62
C 0.88 0.91 0.97
C 1.14 -0.39 1.30
C 2.47 -0.77 1.01
C 3.05 -2.08 1.25
O 2.48 -3.04 1.73
N 4.37 -2.17 0.86
C 5.13 -1.17 0.30
C 6.47 -1.39 -0.04
C 7.22 -0.38 -0.60
C 6.67 0.88 -0.83
C 7.52 1.96 -1.43
C 5.35 1.11 -0.49
C 4.57 0.10 0.07
C 3.20 0.26 0.45
S 2.26 1.70 0.28
H -7.04 -2.10 -0.20
H -7.06 -1.40 -1.82
H -8.18 -0.81 -0.60
H -6.25 0.77 -0.90
H -6.39 0.12 0.75
H -4.09 0.39 -2.02
H -4.95 -1.12 -2.31
H -2.99 -2.36 -1.28
H -2.09 -0.84 -1.30
H -2.66 -1.55 -2.80
H -4.45 -0.35 1.68
H -3.03 -0.75 0.72
H -4.51 1.93 0.68
H -3.09 1.55 -0.30
H -3.13 1.55 2.75
H -2.50 2.86 1.72
H -1.30 0.19 2.01
H 0.44 -1.08 1.74
H 4.81 -3.07 1.01
H 6.90 -2.37 0.13
H 8.25 -0.57 -0.86
H 8.31 2.25 -0.74
H 7.99 1.62 -2.35
H 6.92 2.85 -1.65
H 4.90 2.07 -0.66
```



# 3
Entry from the OMol25 dataset: a molecular structure, CsO4S (the ωB97M-V functional and the def2-TZVPD basis).

Properties
total charge	0
Kohn-Sham gap (spin up / spin down)	8.89 / 6.62	eV
multiplicity	2
E_LUMO (spin up / spin down)	-0.787 / -2.824	eV

The geometry in XYZ format:
```
6
CsO4S (the ωB97M-V functional and the def2-TZVPD basis)
Cs 2.54 1.10 0.57
S -0.52 -0.26 -0.10
O 0.61 -0.24 -1.01
O -0.55 1.09 0.45
O -1.74 -0.42 -0.85
O -0.34 -1.27 0.94
```



# 4
Entry from the OMol25 dataset: a molecular structure, C30H35N7O2PPdS3 (the ωB97M-V functional and the def2-TZVPD basis).

Properties
total charge	+3
Kohn-Sham gap	5.88	eV
multiplicity	1
E_LUMO	-9.473	eV

The geometry in XYZ format:
```
79
C30H35N7O2PPdS3 (the ωB97M-V functional and the def2-TZVPD basis)
Pd 0.17 0.06 0.11
N 3.95 1.70 -0.05
C 4.49 0.44 -0.06
C 5.80 -0.03 -0.01
C 5.97 -1.40 -0.07
C 4.89 -2.28 -0.17
C 3.59 -1.83 -0.20
C 3.39 -0.46 -0.14
N 2.24 0.28 -0.15
C 2.60 1.56 -0.10
C 1.57 2.57 -0.10
C 1.65 3.93 -0.25
S 0.10 4.63 -0.22
C -0.59 3.09 -0.01
N 0.28 2.11 0.04
H 4.46 2.56 0.00
H 6.65 0.63 0.07
H 6.97 -1.81 -0.03
H 5.09 -3.34 -0.22
H 2.74 -2.49 -0.29
H 2.53 4.53 -0.38
H -1.65 2.95 0.06
S -2.13 -0.25 0.22
C -2.65 -0.09 1.87
N -3.94 0.22 2.10
C -4.35 0.55 3.45
C -3.65 -0.38 4.44
N -2.22 -0.32 4.22
C -1.38 -0.20 5.40
C -1.62 1.12 6.09
C -1.50 2.31 5.37
C -1.75 3.52 5.98
C -2.10 3.56 7.33
C -2.20 2.39 8.06
C -1.96 1.17 7.44
C -1.76 -0.28 2.96
S -0.06 -0.56 2.67
C -4.98 0.05 1.10
C -5.77 -1.20 1.40
C -5.15 -2.45 1.31
C -5.86 -3.59 1.60
C -7.19 -3.51 2.01
C -7.81 -2.27 2.10
C -7.10 -1.12 1.80
H -5.43 0.45 3.53
H -4.07 1.59 3.68
H -4.01 -1.41 4.30
H -3.87 -0.07 5.46
H -0.34 -0.27 5.07
H -1.59 -1.03 6.07
H -1.21 2.27 4.33
H -1.65 4.44 5.42
H -2.29 4.51 7.80
H -2.46 2.42 9.10
H -2.03 0.26 8.02
H -4.50 -0.02 0.12
H -5.63 0.93 1.12
H -4.12 -2.52 0.97
H -5.39 -4.56 1.52
H -7.74 -4.40 2.26
H -8.84 -2.20 2.39
H -7.58 -0.15 1.86
N -0.11 -3.64 2.56
C 0.67 -4.07 1.39
P -0.29 -3.34 -0.06
O -1.72 -3.45 0.29
O 0.28 -2.01 -0.48
C 0.11 -4.51 -1.49
N -0.91 -4.26 -2.53
H -1.09 -3.87 2.35
H -0.06 -2.57 2.67
H 0.18 -4.10 3.44
H 0.68 -5.16 1.31
H 1.70 -3.71 1.45
H 0.03 -5.54 -1.15
H 1.11 -4.32 -1.88
H -0.90 -4.98 -3.27
H -0.76 -3.34 -2.98
H -1.84 -4.24 -2.08
```



In g/mol, the molecular weight values for the records above are, in order, 238.032 371.506 228.968 759.252.
In kcal/mol, the energy relative to the best compared isomer or geometry (same formula, charge and spin) values for the records above are, in order, 25.2 0.0 2.7 49.9.